# C4H6HgO7

A structure of composition C4H6HgO7 at a distorted geometry (ωB97M-V/def2-TZVPD, OMol25).

E_LUMO (spin up / spin down)	-1.39 / -2.23	eV
max |F|	13.3	eV/Å
Kohn-Sham gap (spin up / spin down)	8.923 / 5.925	eV

Cartesian coordinates (Å):
O (-0.493, -4.882, 0.236)
C (-1.357, -4.775, 1.155)
O (-1.362, -5.669, 2.075)
O (-2.196, -3.789, 1.126)
O (-5.404, -4.504, 2.742)
C (-4.465, -4.534, 1.761)
C (-3.239, -3.693, 2.132)
Hg (0.090, -6.505, 1.139)
H (-4.816, -4.144, 0.771)
H (-4.092, -5.567, 1.536)
H (-2.827, -3.988, 3.106)
H (-3.495, -2.627, 2.166)
C (-3.584, -7.686, 3.442)
O (-3.478, -8.171, 2.336)
O (-2.913, -6.651, 3.899)
H (-2.398, -6.224, 3.173)
O (-4.288, -8.227, 4.435)
H (-4.752, -9.008, 4.107)